w) Here is the molecule C3H6FN3 from the Open Molecules 2025 dataset. Energies are from wB97M-V/def2-TZVPD.

Each line ends with the Mulliken charge.
Positions of all 13 atoms, in Å:
H (-1.043, 2.042, 0.003)  0.27
N (-0.105, 1.920, -0.203)  -0.71
C (0.166, 0.671, -0.174)  0.17
N (1.455, 0.218, -0.375)  -0.10
N (2.036, -0.636, 0.583)  -0.59
C (-0.854, -0.392, -0.086)  0.69
C (-0.776, -1.652, -0.485)  -0.91
F (-1.987, 0.103, 0.517)  -0.29
H (2.083, 0.967, -0.618)  0.31
H (1.798, -1.552, 0.200)  0.26
H (1.628, -0.459, 1.526)  0.27
H (0.165, -1.966, -0.913)  0.31
H (-1.665, -2.231, -0.408)  0.31

The orbital gap is 0.3718 hartree. Its structure (SMILES) is [H]/N=C(/NN)C(=C)F.



x) Here is a cluster of 2 separate species, C3H6FN3 in total from the Open Molecules 2025 dataset. Energies are from wB97M-V/def2-TZVPD.

Each line ends with the Mulliken charge.
Positions of all 13 atoms, in Å:
C (-0.922, 0.392, 0.937)  0.50
C (1.494, -0.117, -0.898)  -0.37
C (1.310, -0.601, 0.585)  -0.38
N (1.846, 1.174, -1.198)  -0.38
N (0.086, -0.210, 1.177)  -0.29
N (-2.028, 0.917, 0.730)  -0.62
F (-2.802, -0.033, -1.479)  -0.49
H (2.329, -0.717, -1.213)  0.36
H (0.536, -0.273, -1.294)  0.37
H (1.256, -1.677, 0.487)  0.28
H (2.042, -0.334, 1.296)  0.35
H (-2.690, 1.258, 1.461)  0.24
H (-2.459, 0.221, -0.593)  0.40

The orbital gap (alpha / beta) is 0.3299 / 0.3242 hartree.



The most stable arrangement is w), and the next structure is 3.028 eV less stable.